[1]
Entry from OMol25: a cluster of 2 separate species, C2H3N3O2 in total (the ωB97M-V functional and the def2-TZVPD basis).

Summary:
orbital gap: 8.78 eV
multiplicity: 1
electronic energy: -392.6634 Eh
LUMO level: -0.801 eV
ΔE to the lowest compared entry with this formula, charge and spin: 81.6 kcal/mol

Last column: natural (NBO) charge in e.
Element x y z (Å)
N -1.941 -0.024 -0.001  -0.816
C -0.581 -0.098 -0.047  0.452
N -0.186 -1.379 0.633  0.098
O 0.990 -1.480 0.811  -0.204
C 3.168 0.153 -0.250  0.518
O 3.227 0.862 0.637  -0.523
N 0.300 0.677 -0.518  -0.676
H -2.431 0.645 -0.573  0.398
H -2.439 -0.859 0.268  0.407
H -0.107 1.501 -0.960  0.346

Cartesian forces (eV/Å) of the 2 atoms listed first:
-0.036 -0.031 -0.062
0.100 0.326 -0.190

***

[2]
Entry from OMol25: a cluster of 2 separate species, C2H3N3O2 in total (the ωB97M-V functional and the def2-TZVPD basis).

Summary:
orbital gap (alpha / beta): 8.67 / 8.67 eV
multiplicity: 1
electronic energy: -392.6579 Eh
LUMO level (alpha / beta): -0.848 / -0.848 eV
ΔE to the lowest compared entry with this formula, charge and spin: 85.1 kcal/mol

Last column: natural (NBO) charge in e.
Element x y z (Å)
N -1.886 -0.067 -0.077  -0.813
C -0.536 -0.024 0.091  0.459
N -0.096 -1.318 0.695  0.099
O 1.024 -1.292 1.111  -0.203
C 2.661 -0.115 -0.441  0.508
O 3.254 0.644 0.165  -0.529
N 0.319 0.863 -0.193  -0.677
H -2.332 0.625 -0.656  0.398
H -2.342 -0.962 0.018  0.407
H -0.065 1.647 -0.714  0.351

Cartesian forces (eV/Å) of the 2 atoms listed first:
-0.043 -0.049 -0.090
0.076 0.395 -0.204

***

[3]
Entry from OMol25: a cluster of 3 separate species, C2H3N3O2 in total (the ωB97M-V functional and the def2-TZVPD basis).

Summary:
orbital gap: 8.88 eV
multiplicity: 1
electronic energy: -392.6541 Eh
LUMO level: 0.583 eV
ΔE to the lowest compared entry with this formula, charge and spin: 87.5 kcal/mol

Last column: natural (NBO) charge in e.
Element x y z (Å)
C 0.281 -3.237 0.321  0.054
C 2.602 -2.005 0.378  1.022
N 0.814 -4.169 -0.044  -0.307
N -2.170 4.035 -0.475  -0.393
N -2.641 3.009 -0.859  -0.223
O 2.244 -1.966 1.463  -0.523
O 2.917 -2.198 -0.707  -0.494
H -1.667 4.105 0.446  0.323
H -2.029 4.864 -1.234  0.293
H -0.352 -2.437 0.711  0.248

Cartesian forces (eV/Å) of the 2 atoms listed first:
-2.108 1.190 0.794
0.350 -1.015 -0.681

***

[4]
Entry from OMol25: an isolated molecule of C2H3N3O2 (the ωB97M-V functional and the def2-TZVPD basis).

Summary:
orbital gap: 9.64 eV
multiplicity: 1
electronic energy: -392.6442 Eh
LUMO level: -0.043 eV
ΔE to the lowest compared entry with this formula, charge and spin: 93.7 kcal/mol
SMILES: O=c1ncn(O)[nH]1

Last column: natural (NBO) charge in e.
Element x y z (Å)
O 0.745 0.591 -2.246  -0.536
C 0.449 0.133 -1.169  0.748
N 0.020 -1.202 -0.820  -0.539
C -0.392 -1.184 0.437  0.264
N -0.094 -0.057 1.019  -0.009
O -1.122 0.472 1.964  -0.546
N 0.474 0.893 0.126  -0.518
H -0.963 -1.906 1.117  0.235
H -0.606 0.939 2.755  0.484
H 1.436 1.328 0.498  0.417

Cartesian forces (eV/Å) of the 2 atoms listed first:
-0.256 -0.749 1.623
0.380 -0.185 0.838

***

[5]
Entry from OMol25: an isolated molecule of C2H3N3O2 (the ωB97M-V functional and the def2-TZVPD basis).

Summary:
orbital gap: 10.57 eV
multiplicity: 1
electronic energy: -392.6249 Eh
LUMO level: 0.253 eV
ΔE to the lowest compared entry with this formula, charge and spin: 105.8 kcal/mol
SMILES: N#C[C@@H](N)[N+](=O)[O-]

Last column: natural (NBO) charge in e.
Element x y z (Å)
N -1.158 -2.294 -0.611  -0.236
C -0.496 -1.431 -0.299  0.224
C 0.130 -0.297 0.377  -0.015
N 1.416 -0.016 -0.051  -0.778
N -0.966 0.960 -0.060  0.509
O -1.757 1.209 0.822  -0.372
O -0.777 1.525 -1.115  -0.363
H -0.027 -0.240 1.407  0.242
H 1.794 -0.254 -0.862  0.394
H 1.841 0.837 0.391  0.396

Cartesian forces (eV/Å) of the 2 atoms listed first:
-0.967 -1.617 -0.965
0.873 1.368 1.607

***

[6]
Entry from OMol25: a cluster of 2 separate species, C2H3N3O2 in total (the ωB97M-V functional and the def2-TZVPD basis).

Summary:
orbital gap (alpha / beta): 6.41 / 9.01 eV
multiplicity: 3
electronic energy: -392.4942 Eh
LUMO level (alpha / beta): 0.750 / -1.459 eV
ΔE to the lowest compared entry with this formula, charge and spin: 69.5 kcal/mol

Last column: natural (NBO) charge in e.
Element x y z (Å)
C 0.632 2.329 0.137  0.006
C -2.597 0.105 0.111  0.858
N 1.039 1.214 0.138  -0.266
N -2.301 -1.014 0.386  -0.772
N 1.411 0.129 0.534  0.116
O -2.770 1.243 0.013  -0.513
O 2.662 -0.317 0.045  -0.539
H -0.055 2.857 -0.473  0.209
H -2.487 -1.915 0.014  0.426
H 2.702 -1.228 0.358  0.475

Cartesian forces (eV/Å) of the 2 atoms listed first:
-3.655 4.145 0.944
0.155 0.012 0.241

***

[7]
Entry from OMol25: an isolated molecule of C2H3N3O2S (the ωB97M-V functional and the def2-TZVPD basis).

Summary:
orbital gap: 9.67 eV
multiplicity: 1
electronic energy: -790.9249 Eh
LUMO level: 0.268 eV
ΔE to the lowest compared entry with this formula, charge and spin: 8.1 kcal/mol
SMILES: Nc1noc(=O)n1S

Last column: natural (NBO) charge in e.
Element x y z (Å)
N -0.782 2.191 -0.074  -0.802
C 0.124 1.184 0.007  0.505
N 1.411 1.330 0.023  -0.215
O 1.933 0.010 0.004  -0.336
C 0.934 -0.905 -0.004  0.855
O 1.059 -2.090 -0.008  -0.573
N -0.245 -0.150 -0.003  -0.616
S -1.810 -0.788 -0.082  0.247
H -0.420 3.125 0.121  0.413
H -1.675 1.996 0.352  0.402
H -1.917 -1.142 1.227  0.120

Cartesian forces (eV/Å) of the 2 atoms listed first:
-0.090 0.532 0.189
0.855 -0.187 0.012

***

[8]
Entry from OMol25: a cluster of 3 separate species, C2H3N3O2S in total (the ωB97M-V functional and the def2-TZVPD basis).

Summary:
orbital gap: 7.10 eV
multiplicity: 1
electronic energy: -790.7113 Eh
LUMO level: -1.303 eV
ΔE to the lowest compared entry with this formula, charge and spin: 142.1 kcal/mol

Last column: natural (NBO) charge in e.
Element x y z (Å)
C 1.084 -0.202 0.010  0.131
C -1.127 -0.872 -0.129  0.712
H 2.854 1.319 0.695  0.196
H -1.524 2.483 0.612  0.391
H 0.201 -2.351 0.008  0.432
N 0.426 0.888 -0.276  -0.274
N -0.851 0.502 -0.160  -0.009
N 0.155 -1.379 0.134  -0.625
O -1.859 1.328 -0.266  -0.434
O -2.122 -1.499 -0.321  -0.588
S 2.763 -0.218 -0.307  0.068

Cartesian forces (eV/Å) of the 2 atoms listed first:
-1.923 -2.023 -1.470
2.418 0.669 0.527

***

[9]
Entry from OMol25: a cluster of 2 separate species, C2H3N3O2S in total (the ωB97M-V functional and the def2-TZVPD basis).

Summary:
orbital gap: 8.27 eV
multiplicity: 1
electronic energy: -790.7306 Eh
LUMO level: -0.801 eV
ΔE to the lowest compared entry with this formula, charge and spin: 130.0 kcal/mol
SMILES: N=C=N[N+](=O)[O-].C=S

Last column: natural (NBO) charge in e.
Element x y z (Å)
N 0.327 -1.902 0.441  -0.644
C -0.568 -1.285 -0.069  0.721
N -1.345 -0.653 -0.815  -0.458
N -2.103 0.459 -0.492  0.650
O -2.214 0.674 0.684  -0.379
O -2.653 0.942 -1.428  -0.317
H 0.395 -2.880 0.576  0.428
C 1.940 1.097 0.402  -0.461
S 2.903 0.464 -0.779  0.082
H 2.354 1.436 1.318  0.186
H 0.963 1.648 0.161  0.193

Cartesian forces (eV/Å) of the 2 atoms listed first:
-0.587 1.110 -0.622
-0.312 0.416 -0.404

***

[10]
Entry from OMol25: a cluster of 2 separate species, C2H3N3O3 in total (the ωB97M-V functional and the def2-TZVPD basis).

Summary:
orbital gap: 8.92 eV
multiplicity: 1
electronic energy: -467.7163 Eh
LUMO level: -0.082 eV
ΔE to the lowest compared entry with this formula, charge and spin: 155.6 kcal/mol

Last column: natural (NBO) charge in e.
Element x y z (Å)
C -0.040 -0.300 0.897  0.677
C -0.074 0.268 -1.270  0.623
H -0.592 0.836 3.633  0.467
H 0.317 -1.688 -1.767  0.390
H 0.090 1.076 -3.445  0.425
N -0.066 -0.265 2.192  -0.258
N -0.321 -1.233 -1.048  -0.355
N 0.075 1.116 -2.204  -0.708
O 0.433 0.903 2.704  -0.495
O -0.097 -1.500 0.266  -0.308
O 0.275 0.786 0.041  -0.460

Cartesian forces (eV/Å) of the 2 atoms listed first:
1.484 1.679 2.088
1.697 0.446 -0.256